(P)
C11H18N | ωB97M-V with the def2-TZVPD basis set

Values from the calculation:
LUMO level, eV: -3.5

ORCA input file:
```
! RIJCOSX wB97M-V def2-TZVPD def2/J DEFGRID3
* xyz 1 1
C 0.3196 -2.0970 -2.2341
C -0.7223 -2.1811 -1.2558
C 0.3251 0.0238 2.7746
C -0.1970 1.0923 2.8657
C 0.6652 -0.8270 -2.4899
C -1.0458 -0.8919 -0.9093
C 0.9383 -1.2426 2.9839
C -0.8409 2.4029 2.7979
C 1.6390 -0.1694 -3.3250
C -2.2098 -0.3892 -0.1162
C 0.8040 0.6925 -0.5396
N -0.0697 0.0137 -1.4851
H 0.8558 -2.9842 -2.6070
H -1.2266 -3.1038 -0.8755
H 0.3954 -2.1630 2.5954
H 1.0767 -1.2943 4.0449
H 1.8881 -1.3463 2.4442
H -1.5559 2.4650 3.6930
H -1.3899 2.4702 1.9043
H -0.1483 3.1571 2.9731
H 1.8770 -0.8398 -4.3178
H 2.5325 -0.0760 -2.8355
H 1.3097 0.7252 -3.7016
H -1.7087 0.3996 0.5512
H -2.6920 -1.3188 0.2846
H -2.7878 0.1337 -0.7696
H 0.1848 0.9097 0.3911
H 1.7703 0.0791 -0.1376
H 1.2702 1.5887 -0.9198
H -0.5872 0.7095 -2.0906
*
```


(Q)
C11H18N | ωB97M-V with the def2-TZVPD basis set

Values from the calculation:
LUMO level (spin up / spin down), eV: -3.9 / -3.9

ORCA input file:
```
! RIJCOSX wB97M-V def2-TZVPD def2/J DEFGRID3
* xyz 1 1
C 0.6310 -1.1786 2.2319
C -1.2632 1.8820 -0.9818
C -0.1180 -0.6775 -2.3703
C 1.9784 1.0299 -0.2401
C -0.2773 -0.8911 1.3384
C -1.3660 0.7355 -0.2904
C 0.3592 -1.2250 -1.2980
C 0.8405 0.9347 0.3842
C -2.5993 -0.1529 -0.2393
C 1.2940 -2.2311 -0.7832
C 0.6319 1.9447 1.5710
N -0.2016 0.0459 0.2203
H 0.2305 -1.9883 2.8054
H 1.5455 -0.6543 2.2477
H -0.3581 2.3767 -0.9167
H -2.0799 2.2100 -1.4709
H -0.5393 0.3096 -2.2675
H 0.0597 -1.1226 -3.3201
H 2.1093 0.3284 -1.0342
H 2.7607 1.8380 0.0179
H -1.0483 -1.5763 1.4672
H -2.6557 -0.7493 0.5591
H -2.5439 -0.8688 -1.0847
H -3.5536 0.5206 -0.2442
H 0.8827 -2.6206 0.0377
H 2.1871 -1.8021 -0.5910
H 1.3606 -3.0248 -1.4346
H 0.1537 1.3678 2.2622
H 0.0782 2.9546 1.3482
H 1.5014 2.2849 2.0759
*
```


Top of the stability list: (P), leading by 0.0813 hartree.